No. 1
Computed, not measured: a molecular structure, C33H28IN5O2RuS, with ωB97M-V with the def2-TZVPD basis set.

Structure (ORCA input):
```
! wB97M-V def2-TZVPD RIJCOSX def2/J DEFGRID3
* xyz 1 2
Ru -0.42812 -0.05567 -0.55424
C 1.90149 3.33630 -2.14171
C 0.75433 3.69188 -1.24757
N 0.72886 4.88711 -0.69527
C -0.28118 5.22113 0.12486
C -1.31146 4.37274 0.45309
C -2.41911 4.79227 1.37795
O -2.54946 3.90585 2.49352
C -1.28262 3.07662 -0.10121
C -2.35374 2.14276 0.17055
N -2.27094 0.86944 -0.02050
C -3.44508 0.09247 0.22632
C -4.31182 0.36588 1.27860
C -5.43679 -0.42022 1.46642
C -5.69973 -1.48406 0.61800
C -4.83355 -1.77684 -0.42595
C -3.71085 -0.98935 -0.61355
I -2.40095 -1.38376 -2.18348
C -0.25984 2.73086 -0.98965
O -0.22308 1.57154 -1.61458
H 2.39472 4.24649 -2.47259
H 1.57101 2.75123 -2.99877
H 2.63072 2.72816 -1.59874
H -0.24887 6.22624 0.53119
H -3.38579 4.76944 0.87094
H -2.25759 5.82148 1.70407
H -1.87765 4.13837 3.14217
H -3.29684 2.54538 0.52929
H -4.09309 1.17723 1.96340
H -6.10893 -0.20196 2.28508
H -6.57905 -2.09488 0.76887
H -5.03126 -2.61138 -1.08413
C 3.73840 -0.59086 -4.22129
C 2.35020 -0.61105 -4.26429
C 1.61913 -0.51367 -3.09655
C 2.26471 -0.41230 -1.85559
C 3.66562 -0.35414 -1.82749
C 4.38925 -0.45190 -3.00180
N 1.48098 -0.28337 -0.71874
C 2.06149 -0.36766 0.56832
C 1.69782 0.56425 1.54422
C 2.18217 0.43585 2.84242
C 3.01418 -0.61887 3.17344
C 3.36497 -1.55675 2.20477
C 2.89935 -1.43525 0.90975
H 4.30982 -0.66141 -5.13687
H 1.83799 -0.69145 -5.21374
H 0.53612 -0.49295 -3.12193
H 4.18233 -0.19330 -0.89145
H 5.46921 -0.40167 -2.96908
H 1.09188 1.41899 1.26798
H 1.91958 1.17695 3.58604
H 3.39752 -0.71494 4.18041
H 3.99965 -2.39322 2.46605
H 3.12943 -2.19256 0.17045
N -1.34201 -0.66662 2.58512
C -0.78792 -1.71159 1.95530
N -0.47637 -1.72211 0.67127
C 0.05314 -2.97152 0.30398
C 0.50399 -3.33121 -0.96137
C 1.01303 -4.60425 -1.14778
C 1.08338 -5.51657 -0.09570
C 0.64394 -5.16598 1.16889
C 0.13391 -3.88975 1.34827
S -0.47791 -3.17942 2.81844
H -1.42797 0.20780 2.09251
H -1.41559 -0.65741 3.58673
H 0.46403 -2.62559 -1.77895
H 1.36370 -4.89466 -2.12905
H 1.48539 -6.50555 -0.26574
H 0.69767 -5.86708 1.99066
*
```

<S²>: 0.79
Relative energy (zero: lowest compared OMol25 entry of this formula, charge and spin) (eV): 0.243

No. 2
Computed, not measured: a molecular structure, C33H29FInN4O8P at a distorted geometry, with ωB97M-V with the def2-TZVPD basis set.

Structure (ORCA input):
```
! wB97M-V def2-TZVPD RIJCOSX def2/J DEFGRID3
* xyz 0 1
In 12.43976 8.76470 12.13534
N 16.10746 8.72910 11.78114
P 15.01920 8.89491 13.02344
C 15.75783 7.75423 14.14290
C 17.12890 7.94351 14.47322
C 17.82760 7.10821 15.37436
C 17.27910 5.92197 15.73147
C 15.95844 5.61406 15.33296
C 15.20803 6.55952 14.63160
C 15.61103 10.66564 13.52912
C 15.95144 11.70777 12.65789
C 15.92602 13.03046 13.13836
C 15.80486 13.32400 14.51900
C 15.69654 12.26544 15.36090
C 15.59132 10.91427 14.89071
C 15.74629 8.02586 10.66605
C 16.74096 7.68772 9.69150
C 16.33751 6.89424 8.59959
C 14.95383 6.56497 8.47368
C 14.06613 6.92450 9.51802
N 14.50420 7.51730 10.61450
H 17.15957 8.82269 11.89406
H 17.62986 8.83349 14.10449
H 18.78531 7.50039 15.79642
H 17.80591 5.29984 16.45291
H 15.41783 4.71442 15.61524
H 14.04455 6.42347 14.46454
H 15.91920 11.49280 11.53833
H 16.09532 13.77976 12.34790
H 15.73310 14.36359 14.82045
H 15.51977 12.32200 16.47747
H 15.25463 10.01664 15.51101
H 17.78678 7.95586 9.86593
H 17.01803 6.54738 7.89397
H 14.52837 6.03912 7.64977
H 12.99929 6.67021 9.42743
C 9.30235 11.20795 14.54255
C 10.22033 10.00701 14.10250
O 11.18817 10.24238 13.37084
C 9.94976 8.66381 14.67530
C 9.04503 8.54572 15.70968
C 8.48311 7.36987 16.15589
C 9.14041 6.16079 15.87962
C 10.13484 6.28819 14.91738
C 10.63002 7.45471 14.35391
O 11.59648 7.25092 13.43807
H 9.10293 11.40565 15.57555
H 8.27551 11.11280 14.19750
H 9.62730 12.15793 14.12872
H 8.61732 9.47352 16.11247
H 7.50507 7.43246 16.72131
H 9.07743 5.28912 16.56736
H 10.74089 5.39683 14.65760
C 11.40066 12.72019 10.17993
O 11.35807 11.25554 10.58501
C 12.49729 10.69922 10.99246
O 13.60300 11.16146 10.83302
H 12.35337 13.04634 10.61730
H 10.52908 13.13830 10.66456
H 11.19016 12.79463 9.09966
F 5.06877 9.89735 10.67098
C 5.97096 9.53090 9.68197
C 7.09997 8.94100 10.09229
N 7.95140 8.31509 9.21116
C 9.05256 7.48088 9.72830
C 9.93101 8.08990 10.78661
O 9.37324 8.68710 11.75646
O 11.23998 7.94681 10.49049
C 7.62703 8.34840 7.85706
O 8.31589 7.84847 6.96619
N 6.38347 8.87773 7.53137
C 5.65750 9.76907 8.28734
O 4.86896 10.55935 7.79806
H 7.30824 8.80700 11.13088
H 9.73379 7.12125 8.88308
H 8.55731 6.64357 10.30333
H 6.20735 8.99306 6.54021
*
```

Relative energy (zero: lowest compared OMol25 entry of this formula, charge and spin) (eV): 1.320

| no. | electronic energy (hartree) |
| --- | --- |
| 1 | -2489.179086 |
| 2 | -2727.199021 |